Record 1
Molecular formula: C36H75N4O21S7
Method: DFT, the ωB97M-V functional and the def2-TZVPD basis

```
143
Properties=species:S:1:pos:R:3:forces:R:3
C 4.72261 -0.60726 2.80235 -0.15 0.28 -0.21
C 4.15403 -0.39853 4.34707 0.94 -0.40 0.35
C 2.75579 -1.19596 4.65846 1.77 -0.98 0.58
O 1.61685 -0.81484 3.80789 0.57 2.17 0.39
C 1.60120 0.62499 3.50469 1.49 0.11 -0.60
N 0.22454 1.01911 2.93312 -2.71 0.63 -1.34
C -0.74736 1.95817 3.65031 -1.64 -0.47 -2.25
C -0.40850 2.63865 5.11395 -0.42 -0.01 -0.57
C -2.21340 2.40430 2.98016 1.63 -2.30 -2.11
C -3.24820 3.44689 3.71308 -0.43 0.37 -0.54
C -4.69642 2.80270 4.13366 -0.55 0.29 0.78
C -4.65584 1.82787 5.46153 -0.81 -0.03 -0.05
C -2.62296 1.77604 1.51731 3.77 -1.29 2.21
C -4.06058 2.09204 0.73279 -0.49 3.99 -3.12
O -4.21324 3.20669 0.00989 0.72 -7.84 5.23
O -5.12667 1.05069 0.89081 1.27 4.22 -2.87
N -4.59163 -0.11215 1.30493 -0.38 -2.71 5.89
C -5.44335 -0.81674 2.12135 -0.43 0.01 -0.91
C -7.01037 -1.16423 1.68593 0.07 1.19 1.23
C -4.98266 -1.40148 3.61722 0.99 -0.79 -1.13
C -1.49941 0.76187 0.80562 0.00 1.35 2.29
N -1.91023 0.23884 -0.58421 2.61 0.01 2.80
C -0.07559 0.41624 1.54466 -3.55 1.61 0.09
N 0.93134 -0.48128 0.83345 -5.02 -4.83 1.10
C 0.38512 -1.73841 0.59235 0.51 2.76 -2.67
S -0.26346 -3.06908 -0.31156 2.42 4.51 3.61
H 5.78903 -1.08904 2.83396 -2.12 1.02 0.01
H 4.81149 0.43374 2.22479 -0.27 -2.37 1.24
H 4.02075 -1.33891 2.19101 1.32 1.59 1.26
H 4.98094 -0.89115 5.05191 -1.94 1.05 -1.33
H 4.13400 0.74952 4.67350 -0.13 -2.51 -0.82
H 2.51765 -1.16397 5.82364 0.16 0.32 -2.48
H 2.97303 -2.34693 4.42799 -0.69 2.56 0.30
H 2.36815 0.87896 2.62582 -1.64 -0.68 1.86
H 1.92832 1.28452 4.41425 -1.17 -1.22 -1.67
H -1.39676 2.67937 5.76530 2.02 -0.22 -1.63
H 0.38436 2.05520 5.74897 -1.45 1.22 -1.54
H -0.09666 3.76143 4.88388 -0.43 -2.48 0.60
H -3.48062 4.31933 2.93694 0.69 -1.96 1.49
H -2.81658 3.98021 4.66798 -0.54 -1.31 -2.01
H -5.40065 3.71796 4.42560 1.62 -1.88 -0.83
H -5.25254 2.23203 3.27506 1.39 1.17 1.39
H -3.57753 1.46115 5.75918 -2.15 0.75 -0.63
H -5.32979 0.89167 5.21363 1.55 1.86 0.72
H -5.17926 2.38452 6.37789 1.42 -1.27 -1.96
H -7.61066 -1.43348 2.67284 1.26 0.57 -2.16
H -7.51705 -0.21133 1.19505 1.07 -2.17 0.87
H -7.04797 -2.09680 0.97407 0.40 1.95 1.33
H -4.90836 -2.56981 3.62212 -0.27 2.12 -0.08
H -5.78022 -1.10551 4.43460 1.49 -0.38 -2.02
H -3.91003 -0.99571 3.91176 -2.37 -0.67 -0.71
H -2.27840 -0.72569 -0.42550 0.14 0.92 -0.12
H -0.98680 0.10205 -1.09314 -1.49 0.18 0.61
O 7.61030 -1.72459 4.10151 0.55 -0.60 0.64
S 8.02624 -2.93454 4.77958 0.48 -0.64 -0.04
O 8.69058 -2.90532 6.06501 -0.61 0.38 -1.17
O 8.91005 -3.84047 3.75375 -1.40 0.26 0.80
C 10.03389 -3.25000 3.11724 1.16 0.48 -0.40
C 11.22425 -3.17475 4.05484 0.06 0.15 0.34
C 6.63108 -4.02631 4.89366 0.03 -0.12 -0.15
H 9.78166 -2.26191 2.71739 -0.14 -0.11 0.11
H 10.29032 -3.88742 2.26444 -0.37 -0.04 0.19
H 11.03935 -2.46712 4.86853 0.04 -0.08 -0.12
H 12.11923 -2.84679 3.51849 -0.13 -0.07 -0.01
H 11.42036 -4.14951 4.51286 -0.01 0.11 -0.16
H 6.15815 -4.09980 3.91272 0.13 0.03 0.11
H 5.92990 -3.60497 5.61721 0.22 0.06 -0.05
H 6.97475 -5.00460 5.23471 0.01 0.18 -0.04
O 5.58520 2.48877 1.08458 -0.42 0.95 0.33
S 5.71250 3.83664 1.59817 0.60 0.63 -0.39
O 4.61732 4.51371 2.25900 0.47 -0.87 -0.53
O 6.28947 4.80139 0.41897 0.17 -0.83 1.49
C 5.60920 4.83701 -0.82714 -0.79 0.18 -1.10
C 4.36204 5.69761 -0.75199 -0.30 0.03 0.16
C 7.13565 3.90566 2.65711 0.09 0.09 -0.11
H 5.37160 3.82464 -1.17134 0.09 0.05 0.17
H 6.30029 5.27209 -1.55682 0.13 -0.14 0.37
H 3.60710 5.23977 -0.10587 0.08 0.04 -0.10
H 3.92236 5.82937 -1.74473 0.12 -0.05 0.07
H 4.59354 6.68138 -0.33127 0.04 -0.13 -0.13
H 7.98243 3.44849 2.14206 -0.18 0.07 0.03
H 6.90657 3.34937 3.56858 -0.11 0.04 -0.19
H 7.34484 4.94894 2.90055 -0.09 -0.14 -0.08
O 3.02834 1.89958 -4.90387 -0.66 0.94 0.49
S 2.13792 3.04099 -4.93690 -0.16 0.06 -0.46
O 2.40915 4.24901 -4.18747 0.03 -1.13 -0.24
O 0.62427 2.54299 -4.59770 0.73 0.32 -0.67
C 0.39957 1.80773 -3.40367 -0.15 -0.34 0.90
C 0.35631 2.72003 -2.19225 0.25 0.30 0.11
C 1.85069 3.48460 -6.63164 -0.21 -0.07 0.05
H 1.15312 1.02226 -3.28117 0.06 0.13 -0.15
H -0.57024 1.31058 -3.51157 0.13 0.16 -0.33
H 1.33920 3.15837 -1.99521 -0.11 -0.08 -0.01
H 0.04863 2.16564 -1.30107 -0.02 0.03 -0.06
H -0.34025 3.54879 -2.35461 0.01 -0.21 0.04
H 1.58787 2.58615 -7.19291 0.11 0.12 0.11
H 2.77092 3.91867 -7.02848 -0.06 -0.13 0.18
H 1.04462 4.21945 -6.67294 0.12 -0.10 0.09
O -4.98970 -5.08779 1.18441 0.64 -0.54 0.63
S -4.57376 -6.29774 1.86248 0.07 -0.64 -0.10
O -3.90942 -6.26853 3.14791 -0.46 0.43 -1.09
O -3.68995 -7.20367 0.83665 -1.17 0.29 0.69
C -2.56611 -6.61320 0.20015 1.03 0.37 -0.34
C -1.37575 -6.53795 1.13774 0.06 0.14 0.35
C -5.96892 -7.38952 1.97656 0.06 -0.11 -0.14
H -2.81834 -5.62512 -0.19970 -0.16 -0.09 0.10
H -2.30968 -7.25062 -0.65266 -0.36 -0.04 0.19
H -1.56065 -5.83032 1.95144 0.03 -0.07 -0.10
H -0.48077 -6.20999 0.60139 -0.10 -0.09 -0.01
H -1.17964 -7.51272 1.59576 -0.01 0.12 -0.17
H -6.44185 -7.46301 0.99563 0.13 0.04 0.13
H -6.67010 -6.96818 2.70012 0.22 0.07 -0.07
H -5.62525 -8.36780 2.31762 0.01 0.18 -0.05
O 3.31947 2.78095 -12.09361 -0.01 -0.61 1.18
S 2.99594 1.84481 -11.03733 0.16 -0.43 -0.36
O 3.08256 2.20498 -9.63829 0.06 0.06 -1.02
O 3.83098 0.46642 -11.27593 -1.34 0.74 0.06
C 5.24177 0.53999 -11.42104 1.26 0.07 0.07
C 5.92789 0.70719 -10.07829 -0.02 0.24 0.29
C 1.37895 1.18069 -11.34672 0.04 -0.18 -0.02
H 5.52191 1.34279 -12.11158 -0.20 -0.04 0.07
H 5.56665 -0.40291 -11.87351 -0.40 0.11 -0.01
H 5.70359 1.68492 -9.64152 0.05 -0.12 -0.07
H 7.01329 0.62582 -10.18550 -0.13 -0.04 -0.06
H 5.58206 -0.05077 -9.36815 0.08 0.04 -0.16
H 1.32422 0.85238 -12.38620 0.08 0.07 0.17
H 0.64783 1.97121 -11.16433 0.24 0.00 0.00
H 1.20301 0.34659 -10.66497 0.09 0.13 -0.08
O -12.18970 1.28269 -1.80654 0.71 -0.83 0.73
S -11.77376 0.07274 -1.12848 -0.07 -0.19 -0.28
O -11.10942 0.10195 0.15696 -0.39 0.30 -1.00
O -10.88995 -0.83320 -2.15430 -1.11 0.16 0.71
C -9.76611 -0.24273 -2.79081 0.98 0.45 -0.37
C -8.57575 -0.16748 -1.85321 0.10 0.16 0.33
C -13.16892 -1.01904 -1.01439 0.07 -0.15 -0.12
H -10.01834 0.74536 -3.19066 -0.12 -0.11 0.13
H -9.50968 -0.88014 -3.64361 -0.35 -0.04 0.18
H -8.76065 0.54016 -1.03952 0.02 -0.05 -0.13
H -7.68077 0.16048 -2.38957 -0.12 -0.06 -0.01
H -8.37964 -1.14224 -1.39520 -0.02 0.07 -0.16
H -13.64185 -1.09253 -1.99533 0.13 0.05 0.13
H -13.87010 -0.59770 -0.29084 0.22 0.08 -0.08
H -12.82525 -1.99733 -0.67334 0.00 0.17 -0.05
```
Forces are in eV/Å.

## Properties
charge = +1
energy relative to the best compared isomer or geometry (same formula, charge and spin) = 381.6 kcal per mole


Record 2
Molecular formula: C36H78F6N9O18S6
Method: DFT, the ωB97M-V functional and the def2-TZVPD basis

```
153
Properties=species:S:1:pos:R:3:forces:R:3
C -6.51835 -5.11048 -1.10468 0.91 1.10 -1.49
C -5.47567 -3.98457 -1.30414 -2.17 -1.28 1.21
O -5.38848 -3.04246 -0.60093 0.89 0.40 -0.41
N -4.60918 -4.09004 -2.55604 0.31 0.04 0.68
H -4.50083 -5.04332 -2.88914 -0.54 -0.39 0.00
H -5.07504 -3.56243 -3.28910 0.01 0.26 -0.30
C -3.19226 -3.62684 -2.29469 -0.83 0.17 0.29
H -6.02882 -6.06972 -0.94005 -0.17 -0.03 0.21
H -7.02138 -5.14469 -2.07406 -0.16 -0.43 -0.10
H -7.28371 -4.81205 -0.39206 0.46 -0.12 0.31
H -3.23065 -2.58347 -1.98722 0.20 0.06 -0.53
H -2.68669 -3.88160 -3.22310 0.66 0.34 0.46
H -2.90014 -4.17786 -1.40199 0.55 -0.26 -0.42
C 0.88249 -1.95694 1.29217 0.32 0.70 -0.52
C 2.14128 -2.09430 0.48264 2.83 -0.83 0.80
O 3.22626 -2.45854 0.89939 -2.43 0.85 -0.89
N 2.04813 -1.59414 -0.94528 0.28 0.61 1.90
H 1.83254 -2.39767 -1.55064 0.41 -0.96 -0.59
H 1.19580 -1.03784 -0.90226 0.00 0.78 -0.62
C 3.23609 -0.81554 -1.46106 -0.33 -0.08 0.17
H -0.01171 -2.20314 0.71897 -0.04 -0.51 0.25
H 0.76260 -0.87832 1.42608 0.07 0.22 0.09
H 0.99540 -2.38837 2.28418 -0.13 -0.43 -0.33
H 4.17939 -1.21186 -1.08972 -0.28 -0.46 -0.04
H 3.16575 0.21335 -1.10997 -0.26 0.00 -0.13
H 3.19484 -0.87727 -2.54693 0.09 0.07 0.09
C 2.37948 5.46048 -0.56463 -1.22 -0.33 -0.43
C 1.16220 5.26150 0.35089 1.47 -1.33 1.56
O 1.16358 4.45263 1.26125 -0.77 2.03 -1.67
N -0.10188 6.08192 0.05064 -0.44 -2.24 1.87
H -0.06609 6.99596 0.48841 0.33 0.38 -0.28
H -0.19879 6.10989 -0.97231 0.11 0.71 -0.85
C -1.43072 5.38290 0.55703 1.95 0.44 -1.46
H 3.02424 4.58478 -0.51244 -0.15 0.02 0.45
H 2.97959 6.35646 -0.41058 -0.37 0.17 0.21
H 1.98758 5.47161 -1.58317 0.13 0.30 -0.14
H -2.17653 6.00598 0.06672 -0.39 -0.02 0.77
H -1.35663 5.28985 1.63683 -0.45 0.22 -0.17
H -1.41772 4.41802 0.05352 -0.12 -0.02 0.30
C 1.59977 2.56781 -5.01815 -0.72 -0.36 -0.11
C 1.75518 1.44447 -6.10576 1.91 -0.98 -0.50
C 2.10531 0.08501 -5.44899 -0.39 -1.31 -0.09
C 0.97339 -0.65439 -4.75828 -0.34 0.28 -0.32
C -0.28561 -0.79237 -5.65201 0.43 -0.17 1.28
C -0.78315 0.52165 -6.24097 -0.58 -1.01 -0.82
N 0.44135 1.23928 -6.85722 -2.22 5.91 -3.18
O 0.17214 2.02621 -7.85139 1.88 -4.59 5.02
C -1.46922 1.36364 -5.16025 1.20 1.20 1.12
C -1.77899 0.27941 -7.36273 -0.82 -0.78 -1.01
C 2.91915 1.74713 -7.12237 -0.96 0.84 -0.19
H 1.00048 3.44162 -5.27554 0.11 -0.06 -0.51
H 2.58903 2.92382 -4.73319 0.09 -0.21 -0.21
H 1.10695 2.15493 -4.13745 0.13 -0.08 0.06
H 2.93186 0.13908 -4.74030 0.13 0.69 -0.19
H 2.42745 -0.66509 -6.17394 0.35 0.55 -0.59
H 0.77824 -0.16483 -3.80223 -0.54 -0.02 0.02
H 1.26847 -1.68087 -4.53670 0.30 0.17 0.03
H -1.01905 -1.16186 -4.93398 -0.50 0.10 -0.37
H -0.18735 -1.57791 -6.40159 0.34 0.15 -0.15
H -1.45067 2.42395 -5.41344 -0.40 -0.02 -0.09
H -0.96430 1.29968 -4.19414 0.53 0.04 -0.15
H -2.46122 1.05306 -4.83372 -0.22 -0.31 -1.07
H -1.42107 -0.21011 -8.27035 0.79 0.03 0.17
H -2.36517 1.10617 -7.76246 0.28 0.44 0.60
H -2.50586 -0.45661 -7.01501 -0.04 0.14 0.43
H 2.68754 2.63698 -7.70832 0.01 0.15 0.17
H 3.12921 0.97603 -7.86318 -0.36 -0.38 0.31
H 3.85146 1.94714 -6.59589 -0.22 -0.09 0.30
C -2.97144 -4.86371 4.53092 1.54 -0.65 -0.68
C -3.77089 -3.55939 4.27029 0.54 -2.00 4.10
C -4.24023 -3.07168 5.63246 -1.09 3.15 1.54
C -4.91174 -1.62240 5.61135 0.90 -0.59 -1.37
C -3.89166 -0.61656 4.98527 -0.40 -0.24 1.42
C -3.22971 -1.01531 3.68132 0.76 2.15 0.96
N -2.88105 -2.52005 3.72067 0.25 -0.83 -8.30
O -2.26206 -2.88627 2.65774 -1.66 1.45 5.21
C -1.89016 -0.19702 3.59337 0.76 -1.29 -0.50
C -4.12524 -0.63689 2.45395 -0.34 -1.78 -0.85
C -4.97735 -3.88710 3.43066 -1.03 0.47 -1.50
H -3.56657 -5.69328 4.91008 -0.61 0.23 -0.66
H -2.14373 -4.93911 5.24052 -0.17 1.42 0.61
H -2.38670 -5.12898 3.64848 -0.75 -0.45 -0.46
H -3.45177 -2.89230 6.36523 0.57 -0.65 -0.31
H -4.97171 -3.67481 6.16874 0.19 -0.71 -0.63
H -5.17717 -1.32407 6.62402 0.13 -0.01 -0.05
H -5.83669 -1.66428 5.03555 -0.05 0.19 -0.01
H -3.10095 -0.42885 5.71463 0.10 -0.37 0.19
H -4.28328 0.39477 4.86919 -0.42 -0.15 -0.32
H -2.01519 0.88230 3.52923 -0.49 -0.16 0.02
H -1.27896 -0.51435 2.74670 -0.48 0.16 -0.53
H -1.19547 -0.41601 4.40637 -0.49 0.03 0.56
H -4.10630 0.42665 2.22271 0.40 -0.02 0.38
H -5.17392 -0.93644 2.49299 -0.09 0.14 0.97
H -3.84888 -1.19694 1.55959 0.74 0.32 -0.05
H -4.74972 -4.12289 2.39066 0.24 0.15 -0.01
H -5.72657 -3.09566 3.45772 0.24 0.23 -0.19
H -5.53525 -4.74632 3.80217 0.59 -0.14 0.50
C 5.08229 2.06787 7.14875 -0.94 1.66 -0.02
C 4.98468 1.13725 5.95867 0.64 -2.11 1.26
C 4.48287 -0.24695 6.47632 -1.78 -0.41 -0.10
C 3.86111 -1.19165 5.41567 0.41 1.01 0.54
C 2.74360 -0.50852 4.57335 0.87 -2.02 1.93
C 3.09868 0.78946 3.91106 0.34 0.11 -0.36
N 4.01024 1.64892 4.81108 0.23 6.00 0.32
O 3.93528 2.92703 4.64579 0.61 -6.95 0.94
C 1.83494 1.55295 3.73222 -1.02 1.20 -0.66
C 3.88406 0.51826 2.59006 -0.01 0.52 1.27
C 6.37125 0.87586 5.39752 0.89 0.94 -1.32
H 4.09202 2.37926 7.48634 -0.15 0.01 -0.11
H 5.63214 2.98952 6.95750 0.06 -0.08 -0.26
H 5.52507 1.63746 8.04641 0.22 -0.65 -0.47
H 3.76239 -0.11766 7.28801 -0.55 0.54 -0.31
H 5.18949 -0.83960 7.05836 0.98 0.55 -0.56
H 3.44585 -2.00759 6.00663 -0.15 -0.16 -0.35
H 4.67572 -1.60867 4.82265 -0.21 -0.03 -0.35
H 1.88500 -0.39231 5.23667 0.02 0.36 0.11
H 2.42868 -1.29579 3.88784 0.01 0.51 -0.64
H 1.34643 1.83230 4.66635 0.20 -0.19 0.21
H 1.13353 0.90902 3.20011 0.04 0.00 -0.13
H 1.93926 2.47530 3.16128 0.08 -0.13 -0.16
H 3.28149 -0.19076 2.02672 0.25 0.02 -0.01
H 4.82262 0.08451 2.93416 0.12 -0.25 -0.70
H 4.05898 1.43298 2.02545 -0.01 -0.03 0.04
H 6.80898 1.78753 4.98503 -0.33 0.05 -0.61
H 6.38994 0.06460 4.67057 0.06 0.11 -0.07
H 7.14789 0.67900 6.13687 -0.73 -0.46 0.65
N -0.24741 6.17484 -2.61817 -3.50 -2.88 -1.90
S 0.41844 6.96400 -3.74761 4.99 7.61 -1.00
O -0.33646 8.01566 -4.38995 -0.30 -2.02 0.47
O 1.47205 6.37021 -4.47823 0.01 -1.61 -0.58
F 1.31379 7.85075 -2.70008 -0.29 -0.28 0.24
S -1.40793 5.48827 -3.66851 -5.40 -3.10 1.72
O -0.98789 4.73506 -4.81904 0.97 1.32 0.27
O -2.71490 6.13168 -3.72629 2.90 -0.16 0.25
F -1.76216 4.21871 -2.69974 0.47 0.78 0.29
N 0.08068 0.35375 -0.68987 -3.26 -3.61 -1.00
S 0.01342 1.80138 -0.33726 2.93 8.30 2.08
O -0.86928 2.18975 0.75798 0.21 -0.84 -1.83
O 0.27477 2.71325 -1.45644 -0.87 -1.60 2.08
F 1.41586 1.81985 0.46848 0.24 -0.28 -0.38
S -1.50396 0.04408 -0.99639 -3.01 -2.21 -2.73
O -2.40114 1.01958 -1.55578 1.48 0.66 1.42
O -2.13431 -0.93335 -0.14790 1.31 0.32 0.57
F -1.24689 -0.76860 -2.32221 0.70 -0.79 -0.13
N 1.94193 -3.77109 -2.40675 -3.05 0.15 -1.38
S 2.94325 -4.80553 -2.95766 8.97 -1.91 0.68
O 3.66262 -4.36249 -4.12622 -1.40 -0.54 0.74
O 2.65542 -6.17663 -2.69744 -0.94 0.48 -0.87
F 4.08386 -4.55619 -1.80187 -0.86 0.39 -0.40
S 0.70063 -4.31361 -3.30684 -4.47 0.10 0.73
O -0.07479 -5.30606 -2.59922 0.47 1.12 -0.61
O 0.83716 -4.43214 -4.72300 0.49 0.24 0.75
F -0.21210 -2.96262 -3.15705 0.31 -0.32 0.23
```
Forces are in eV/Å.

## Properties
charge = +3


Number 1: HOMO energy -11.15 eV, orbital gap 6.9 eV, DFT total energy -6002.098414 Eh. Number 2: HOMO energy -14.81 eV, orbital gap 4.2 eV, DFT total energy -6252.511270 Eh.